No. 1
This record from the Open Molecules 2025 dataset describes a molecular structure, C5H11NO4S2. The level of theory is the ωB97M-V functional and the def2-TZVPD basis.

Atoms and positions in Å:
H 3.2510 -0.8868 -1.2531
H -2.6751 -1.5026 -2.9975
N -0.1870 -0.7624 -0.9282
S 1.0670 0.1973 -1.0163
O 0.6761 1.2353 0.2365
H 3.1343 0.3832 0.1649
O -0.2043 -0.6100 1.6961
C -2.1419 -0.8284 -2.3940
S -0.4634 0.7028 1.2251
H -2.1366 0.2296 -2.8001
H 0.6563 2.5160 2.7025
H -0.6949 -2.3763 -2.1832
O 1.4795 0.8337 -2.2101
C -0.3578 1.1588 3.9780
H -2.5462 -0.8039 -1.3435
O -1.7891 1.0752 0.8633
C -0.7494 -1.3293 -2.1849
C 0.0329 1.6831 2.7988
H -1.0534 0.4092 3.8912
H 2.2694 -1.2472 0.3495
C 2.6580 -0.4725 -0.4273
H -0.1548 -1.0706 -3.0759
H -0.0705 1.4658 4.9081

Atoms 1-6, force components in eV/Å:
H -0.462 0.301 0.309
H -0.961 -0.647 -0.902
N 2.743 1.701 -1.149
S -1.983 -3.757 -0.042
O 0.884 0.010 -0.874
H -0.308 -1.294 -1.103

Energy above the lowest of the compared OMol25 structures with the same formula, charge and spin in kcal/mol: 50.0
Kohn-Sham gap in eV: 10.03
2S+1: 1
HOMO level in Eh: -0.351

No. 2
This record from the Open Molecules 2025 dataset describes a molecular structure, C5H11NOS. The level of theory is the ωB97M-V functional and the def2-TZVPD basis.

Atoms and positions in Å:
H -0.6363 1.0415 -1.9683
H 1.7455 1.4770 0.3242
H -0.2674 2.1063 -0.6033
C 1.5020 0.4740 -0.1081
H -2.7193 1.3345 0.3919
O -1.2239 -1.3879 1.4295
H -1.3965 -1.9532 0.4493
C 0.0183 -0.0635 -0.2041
H -2.5304 -0.0821 -0.3816
C -0.9069 -0.1010 1.0382
C -1.8912 0.6825 0.1990
H 2.5725 -1.3487 0.5056
H 1.8707 0.4669 -1.2462
H 0.8636 -1.5325 -2.3385
N 2.4524 -0.3352 0.7930
H -0.2301 0.3807 1.9257
S -0.2878 -1.6230 -0.9679
C -0.7292 1.1282 -0.9197
H 1.7941 -0.6647 1.6815

Atoms 1-6, force components in eV/Å:
H -1.186 -0.121 -1.186
H -1.434 -0.487 -0.644
H -0.456 -1.000 -0.263
C 1.942 -2.471 -0.567
H 0.186 1.012 1.226
O -1.386 -2.226 -2.680

Energy above the lowest of the compared OMol25 structures with the same formula, charge and spin in kcal/mol: 147.7
Kohn-Sham gap in eV: 8.44
2S+1: 1
HOMO level in Eh: -0.335

No. 3
This record from the Open Molecules 2025 dataset describes C5H11NOS in the gas phase. The level of theory is the ωB97M-V functional and the def2-TZVPD basis.

Atoms and positions in Å:
H -1.3683 1.8014 -0.6659
H -4.1278 -0.3611 -0.6532
C -2.1927 -0.0035 -0.0110
O -3.2575 0.0272 -0.9970
H 1.7600 -1.7205 -1.6049
S 0.2360 0.9405 0.7765
H 2.5644 -0.7540 1.3756
H 0.9504 -1.3852 2.0481
H 1.9205 -2.2719 0.8603
C 1.1211 -0.8808 -1.2055
H -2.7491 0.4067 0.8239
C 1.6133 -1.3140 1.2496
H 1.9564 1.8079 -0.6516
C 1.5390 1.8873 0.3087
H 0.4829 -0.3957 -2.0475
C 1.0148 -0.5463 0.0744
N -1.1407 0.8444 -0.4475
H -1.6711 -0.9268 0.0664
H 1.3484 2.8445 0.7007

Atoms 1-6, force components in eV/Å:
H -0.542 0.270 0.128
H 2.210 0.777 -0.362
C -1.839 1.705 -0.760
O -0.913 -1.102 -0.165
H -0.733 0.827 1.011
S 0.843 -0.726 -3.147

Energy above the lowest of the compared OMol25 structures with the same formula, charge and spin in kcal/mol: 129.1
Kohn-Sham gap in eV: 8.66
2S+1: 1
HOMO level in Eh: -0.296

No. 4
This record from the Open Molecules 2025 dataset describes C5H11NOS in the gas phase. The level of theory is the ωB97M-V functional and the def2-TZVPD basis.

Atoms and positions in Å:
C 0.5280 0.2713 -0.3954
C 1.9957 -0.3518 1.4112
H 1.3265 -2.7483 1.3142
O 1.4050 0.3162 -1.1934
H -2.4478 1.3339 -0.4932
C -1.0230 0.1967 -2.2516
H 0.7030 1.3107 1.6659
N -0.7487 0.0612 -0.8053
C -1.9429 0.4943 -0.0529
H -1.6204 0.8434 0.8563
H -1.2377 1.1688 -2.5521
H 2.5425 -0.6508 0.5122
H -2.6116 -0.2674 0.1216
H -0.0054 0.1100 -2.6432
H 2.7017 0.2484 2.0389
H -1.8068 -0.5904 -2.6697
C 0.7025 0.3294 1.0472
H -0.1237 -0.0981 1.7785
S 1.6632 -1.9774 2.3108

Atoms 1-6, force components in eV/Å:
C -3.115 0.390 0.122
C 1.082 -1.532 0.592
H -0.219 -0.309 -1.034
O 2.760 0.155 -1.233
H -0.145 0.306 -0.727
C 1.034 -3.301 -0.073

Energy above the lowest of the compared OMol25 structures with the same formula, charge and spin in kcal/mol: 53.8
Kohn-Sham gap in eV: 9.81
2S+1: 1
Structure (SMILES): CN(C)C(=O)CCS
HOMO level in Eh: -0.331

No. 5
This record from the Open Molecules 2025 dataset describes a molecular structure, C5H11NOS. The level of theory is the ωB97M-V functional and the def2-TZVPD basis.

Atoms and positions in Å:
S -0.3263 0.8836 -2.4502
O -1.6101 -0.3943 0.5809
C -1.7015 -0.7644 -0.8800
C -0.3731 -0.1371 -1.1037
H 0.6074 -0.9590 2.0012
H 0.4347 -0.9451 -0.9759
H -1.7497 -1.8997 -1.2691
H -0.4882 2.3208 0.0848
N 2.0400 -0.7210 0.4501
H -0.5781 1.6145 2.0099
H 1.3651 1.6093 1.1287
H 2.9124 -1.3942 0.7257
C 0.7504 -0.9745 0.9472
H 0.3657 -1.8959 0.6657
H -1.3021 1.8181 -2.3090
H 2.2847 0.2599 0.5865
C 0.0094 1.5235 0.8367
C -0.1410 0.1275 0.3754
H -2.4997 -0.0722 -1.4050

Atoms 1-6, force components in eV/Å:
S 1.581 1.670 -2.519
O 0.992 -0.436 -0.964
C -1.419 0.472 -0.059
C 1.941 -3.095 1.343
H 0.159 0.166 1.393
H -0.793 1.012 -3.187

Energy above the lowest of the compared OMol25 structures with the same formula, charge and spin in kcal/mol: 139.0
Kohn-Sham gap in eV: 9.73
2S+1: 1
HOMO level in Eh: -0.331

No. 6
This record from the Open Molecules 2025 dataset describes a molecular structure, C5H11NPSn. The level of theory is the ωB97M-V functional and the def2-TZVPD basis.

Atoms and positions in Å:
N 1.5477 0.3662 1.3860
H 1.5191 -0.6501 1.2303
H -2.3181 -1.6459 3.2406
H 1.4074 -0.3884 -3.5383
H -2.0330 -2.2203 1.0325
H -0.3517 -2.2869 2.3486
H -1.3767 2.1199 -1.2161
H 1.0012 2.1368 -2.5898
H 2.1428 0.5225 2.2079
C -0.8155 1.2570 -1.6105
H -2.0229 -0.4751 -0.8309
C -1.2167 -0.1134 -1.4585
C 0.6078 -0.0704 -2.8648
P -1.4611 -1.4179 2.0843
H 2.0398 0.8151 0.6010
H -0.5547 -1.9862 -2.4443
C 0.3763 1.2573 -2.4095
C -0.4005 -0.9189 -2.2930
Sn -0.5032 1.2503 1.8294

Atoms 1-6, force components in eV/Å:
N 1.541 -0.395 -0.132
H 0.030 0.564 -0.197
H 0.552 -0.262 -0.927
H -0.202 0.088 0.245
H -0.131 -0.019 0.541
H -0.609 0.041 0.097

Kohn-Sham gap (alpha / beta) in eV: 4.59 / 4.40
2S+1: 1
HOMO level (alpha / beta) in Eh: -0.044 / -0.044
Charge: -1

No. 7
This record from the Open Molecules 2025 dataset describes C5H11NS in the gas phase. The level of theory is the ωB97M-V functional and the def2-TZVPD basis.

Atoms and positions in Å:
H -1.2726 1.8596 1.4538
H 0.7184 -0.9400 -2.5136
H 0.0064 -2.3264 0.1016
C 0.2284 -0.6756 1.5096
C -0.6661 1.6712 0.5927
H -0.5145 -1.2150 2.0930
H 1.7572 -1.9216 0.2873
N 0.4978 -0.3052 -0.5429
H -0.9421 -1.2703 -1.8292
H 1.3722 2.5219 -0.4208
C -0.0589 -0.5683 -1.8489
H -0.4806 0.3174 -2.2875
C -0.5353 0.1546 0.3693
H -1.1537 2.0642 -0.3281
C 0.7207 -1.4861 0.2925
H 0.9879 -0.1752 2.1014
H -1.5605 -0.2446 0.1487
S 0.8952 2.5395 0.8211

Atoms 1-6, force components in eV/Å:
H -0.406 0.229 0.450
H -0.112 -0.168 -0.145
H 0.324 0.549 -0.161
C -1.873 -0.525 -1.073
C 0.222 -0.655 -2.274
H 0.387 -0.041 0.541

Energy above the lowest of the compared OMol25 structures with the same formula, charge and spin in kcal/mol: 25.7
Kohn-Sham gap in eV: 9.83
2S+1: 1
Structure (SMILES): CN1CC[C@H]1CS
HOMO level in Eh: -0.325

No. 8
This record from the Open Molecules 2025 dataset describes 2 unconnected molecules or ions with the total composition C5H11O. The level of theory is the ωB97M-V functional and the def2-TZVPD basis.

Atoms and positions in Å:
H -0.0173 0.0472 0.2986
O -0.2014 1.9155 0.3156
H -1.1002 2.5704 2.0674
C -0.5949 2.9286 1.1407
H -1.3210 3.6421 0.6698
H -0.0050 -1.8582 1.7519
C 0.3400 -1.9843 -0.3192
H -0.5687 0.8418 -1.8399
C 0.1664 -0.6698 -0.5391
H 0.2377 3.5986 1.4826
H -0.0506 -3.5433 1.1663
H -0.4500 -0.8079 -2.6027
C -0.0035 -0.0842 -1.9059
H 0.9680 0.2130 -2.3189
H 0.2334 -2.5811 -1.2289
H 1.4945 -2.6391 1.3575
C 0.4382 -2.5711 1.0589

Atoms 1-6, force components in eV/Å:
H 0.601 -0.193 -0.695
O -0.178 0.601 0.390
H -0.035 0.117 0.178
C 0.193 -0.282 -0.572
H -0.073 -0.004 0.066
H -0.147 -0.062 0.142

Energy above the lowest of the compared OMol25 structures with the same formula, charge and spin in kcal/mol: 24.0
Kohn-Sham gap in eV: 6.42
2S+1: 1
HOMO level in Eh: -0.087
Charge: -1

No. 9
This record from the Open Molecules 2025 dataset describes a gas-phase ion, C5H11O (charge -1). The level of theory is the ωB97M-V functional and the def2-TZVPD basis.

Atoms and positions in Å:
H 1.5591 1.7537 1.0877
H 0.3414 -0.1783 1.4131
H 1.4761 -1.0230 -1.2512
C -2.0728 -0.3383 0.0708
H -1.0846 1.5672 0.3127
C 0.4557 0.0304 0.3559
H -0.7229 0.8888 -1.2727
C 0.8958 -1.2629 -0.3588
H 1.4051 1.6755 -0.6660
H 2.5839 0.6309 0.1128
H -3.0255 0.1500 -0.3039
O -2.1382 -0.7067 1.3499
C 1.6021 1.0825 0.2364
H 0.0329 -1.8598 -0.6392
H -1.9323 -1.2185 -0.6245
C -0.8293 0.6381 -0.2125
H 1.4533 -1.8297 0.3896

Atoms 1-6, force components in eV/Å:
H 0.269 0.196 0.144
H -0.499 -0.164 0.058
H 0.170 -0.191 0.003
C 0.484 0.073 -0.060
H 0.240 0.031 0.067
C 0.829 0.765 -0.780

Energy above the lowest of the compared OMol25 structures with the same formula, charge and spin in kcal/mol: 3.0
Kohn-Sham gap in eV: 6.21
2S+1: 1
Structure (SMILES): CC(C)CC[O-]
HOMO level in Eh: -0.078
Charge: -1

No. 10
This record from the Open Molecules 2025 dataset describes 2 unconnected molecules or ions with the total composition C5H11O. The level of theory is the ωB97M-V functional and the def2-TZVPD basis.

Atoms and positions in Å:
C -2.5734 -1.0282 0.1105
H 2.3391 2.3009 -0.0802
H 3.4172 0.9200 0.2471
O 1.3779 -0.3057 0.0352
C 2.5451 1.5453 0.7180
C 2.1059 -0.6794 -1.1098
H 2.7677 0.1493 -1.5331
H -3.3096 -1.3317 -1.9162
H 2.7683 -1.4804 -0.8475
H 2.8441 2.0316 1.6783
H -1.7504 -1.6778 0.1141
H -4.5288 -0.8649 -0.7936
C 1.5490 0.5156 0.9300
H 1.3247 -0.9671 -1.8585
C -3.5612 -1.3952 -0.8956
H -3.6649 -2.4602 -0.8635
H -2.6938 -0.3337 0.9339

Atoms 1-6, force components in eV/Å:
C -0.130 0.566 -0.115
H -0.498 -0.561 0.710
H -1.026 1.213 1.202
O -1.807 -0.583 2.418
C 2.614 0.497 0.555
C 0.904 0.918 -3.205

Energy above the lowest of the compared OMol25 structures with the same formula, charge and spin in kcal/mol: 115.5
Kohn-Sham gap (alpha / beta) in eV: 9.74 / 3.26
2S+1: 1
HOMO level (alpha / beta) in Eh: -0.561 / -0.392
Charge: +1

No. 11
This record from the Open Molecules 2025 dataset describes 2 unconnected molecules or ions with the total composition C5H11O2. The level of theory is the ωB97M-V functional and the def2-TZVPD basis.

Atoms and positions in Å:
H 0.0364 0.1829 -1.8192
C -0.7474 -0.6494 1.8809
H 1.1990 1.2920 -2.6350
H 3.4894 1.5262 -1.2633
H 1.4366 -0.5563 -2.3239
H -1.1474 -0.3813 2.8579
O -1.6981 -1.2381 -0.2126
H 1.4017 -0.1548 0.1673
C 1.0890 0.4316 -1.9886
H 0.0910 0.0273 1.6879
C 1.6475 0.6117 -0.5551
H 3.5720 -0.2063 -1.0731
H 3.6354 0.7581 0.3830
H -0.2656 -1.6101 1.6695
H 1.0525 1.4597 -0.2242
C -1.8058 -0.4581 0.7772
C 3.1907 0.7113 -0.6108
O -2.5698 0.5277 0.8707

Atoms 1-6, force components in eV/Å:
H -0.256 0.507 -0.342
C 0.438 0.130 -0.758
H 0.345 -0.079 -0.187
H 0.283 0.294 0.173
H 0.450 0.598 -0.832
H 0.144 -0.618 0.174

Energy above the lowest of the compared OMol25 structures with the same formula, charge and spin in kcal/mol: 15.3
Kohn-Sham gap in eV: 7.42
2S+1: 1
HOMO level in Eh: -0.140
Charge: -1

No. 12
This record from the Open Molecules 2025 dataset describes 2 unconnected molecules or ions with the total composition C5H11O2. The level of theory is the ωB97M-V functional and the def2-TZVPD basis.

Atoms and positions in Å:
H -0.9836 1.2640 1.2261
O 1.6895 0.4733 1.1483
C -1.4192 0.2633 1.2051
C -0.5241 0.0016 -1.1320
H 0.3436 -0.4783 -0.6831
H -0.6702 -0.3669 1.6857
H -0.2556 1.0504 -1.2556
H -0.6736 -0.4417 -2.1224
H -2.5455 0.4911 -0.5555
C -1.7372 -0.1761 -0.2232
H -2.8522 -1.8875 0.5928
O 2.5331 0.4452 -0.9472
C 2.4545 0.8475 0.2328
H -2.3306 0.2843 1.8148
H 3.1945 1.6593 0.4980
H -1.3156 -2.2633 -0.1917
C -2.2056 -1.6304 -0.2515
H -2.7485 -1.8818 -1.1663

Atoms 1-6, force components in eV/Å:
H -0.012 -0.011 -0.097
O 0.160 0.085 0.019
C 0.027 0.168 0.182
C -0.105 -0.165 0.074
H 0.067 0.079 -0.041
H -0.020 -0.106 -0.111

Energy above the lowest of the compared OMol25 structures with the same formula, charge and spin in kcal/mol: 4.2
Kohn-Sham gap in eV: 7.89
2S+1: 1
HOMO level in Eh: -0.145
Charge: -1

| no. | DFT total energy (Ha) |
| --- | --- |
| 1 | -1349.0259 |
| 2 | -725.0895 |
| 3 | -725.1191 |
| 4 | -725.2391 |
| 5 | -725.1033 |
| 6 | -807.3885 |
| 7 | -649.9980 |
| 8 | -272.2889 |
| 9 | -272.3223 |
| 10 | -271.8436 |
| 11 | -347.6253 |
| 12 | -347.6429 |